# 1
This record from the OMol25 dataset describes C6H9NO as an isolated structure in a non-equilibrium geometry. The level of theory is ωB97M-V with the def2-TZVPD basis set.

F_max	6.56	eV/A
energy relative to the best compared isomer or geometry (same formula, charge and spin)	6.635	eV
net charge	0
HOMO	-0.343	Eh
frontier orbital gap	0.378	Eh
energy	-363.780414	hartree

CARTESIAN COORDINATES (ANGSTROEM)
O -1.62 -0.22 -1.27
N 1.95 -0.74 -0.57
C 0.29 0.61 -0.52
C -1.01 -1.06 -0.22
C -1.23 0.94 -0.37
C -1.60 0.08 0.78
C 0.40 -0.78 0.01
C 1.76 0.75 -0.06
H 2.50 -1.11 0.09
H -2.74 0.01 1.12
H 0.71 -1.03 1.03
H -1.67 1.88 -0.51
H -0.99 0.22 1.67
H -1.60 -2.10 -0.16
H 2.56 1.45 -0.42
H 2.01 0.71 1.03
H 0.26 0.39 -1.63



# 2
This record from the OMol25 dataset describes C6H9NO as an isolated structure in a non-equilibrium geometry. The level of theory is ωB97M-V with the def2-TZVPD basis set.

F_max	4.43	eV/A
energy relative to the best compared isomer or geometry (same formula, charge and spin)	9.690	eV
net charge	0
HOMO	-0.276	Eh
frontier orbital gap	0.221	Eh
energy	-363.668148	hartree

CARTESIAN COORDINATES (ANGSTROEM)
O 0.96 1.80 2.02
N -1.47 0.08 -1.28
C -0.46 -0.87 -1.10
C 0.60 -1.38 -1.86
C -0.49 1.01 -1.18
C 0.95 0.75 1.39
C -0.31 -0.12 1.39
C -0.27 -1.30 0.42
H 0.74 -1.69 0.58
H 0.55 -0.21 2.22
H 1.64 0.35 0.63
H -1.22 0.20 1.89
H -0.49 1.83 -0.44
H 1.66 -1.16 -1.85
H -0.98 -2.07 0.71
H 0.16 1.24 -2.01
H 0.64 -2.23 -2.56



# 3
This record from the OMol25 dataset describes an isolated molecule of C6H9NO in a non-equilibrium geometry. The level of theory is ωB97M-V with the def2-TZVPD basis set.

F_max	3.89	eV/A
energy relative to the best compared isomer or geometry (same formula, charge and spin)	3.483	eV
net charge	0
HOMO	-0.322	Eh
frontier orbital gap	0.350	Eh
energy	-363.896244	hartree

CARTESIAN COORDINATES (ANGSTROEM)
O 1.63 0.15 -1.50
N -1.21 -0.17 -1.29
C -0.55 -2.40 0.17
C -0.62 -1.16 -0.19
C -0.43 0.28 -0.15
C 1.07 0.51 -0.31
C -1.15 1.13 0.88
C 1.83 1.09 0.62
H -0.83 0.07 -2.20
H -1.10 -3.17 -0.35
H -0.77 0.93 1.88
H -1.01 2.18 0.64
H 1.42 1.49 1.53
H 0.06 -2.71 1.01
H -2.21 0.88 0.85
H 2.86 1.33 0.40
H 1.01 -0.43 -1.98



# 4
This record from the OMol25 dataset describes C6H9NO as an isolated structure in a non-equilibrium geometry. The level of theory is ωB97M-V with the def2-TZVPD basis set.

F_max	9.93	eV/A
energy relative to the best compared isomer or geometry (same formula, charge and spin)	5.941	eV
net charge	0
HOMO	-0.328	Eh
frontier orbital gap	0.330	Eh
energy	-363.805923	hartree

CARTESIAN COORDINATES (ANGSTROEM)
O 2.05 1.58 -0.78
N -1.60 -1.24 0.07
C -0.60 -0.27 0.36
C 0.15 0.18 -0.64
C 1.15 0.95 -0.16
C 1.12 0.80 1.37
C -0.05 -0.10 -2.06
C 0.00 -0.15 1.56
H -2.79 -0.75 0.65
H -0.68 0.02 2.60
H -1.97 -1.17 -0.86
H 1.97 0.38 1.93
H 1.28 1.83 1.60
H 0.28 0.95 -2.78
H -1.32 -0.60 -2.40
H 0.70 -1.15 -2.29
H 0.30 -1.27 1.82



# 5
This record from the OMol25 dataset describes C6H9NO as an isolated structure in a non-equilibrium geometry. The level of theory is ωB97M-V with the def2-TZVPD basis set.

F_max	4.89	eV/A
energy relative to the best compared isomer or geometry (same formula, charge and spin)	3.938	eV
net charge	0
HOMO	-0.291	Eh
frontier orbital gap	0.251	Eh
energy	-363.879535	hartree

CARTESIAN COORDINATES (ANGSTROEM)
O -2.32 -0.08 0.66
N 0.91 -0.03 1.95
C 0.36 -2.12 0.75
C -0.47 0.86 -0.69
C 0.87 0.31 -0.50
C -1.24 0.19 0.22
C -0.81 2.07 -1.49
C 0.46 -0.62 0.87
H -1.87 2.32 -1.41
H -0.58 1.93 -2.55
H 0.23 -2.44 -0.29
H 1.24 -2.62 1.17
H -0.22 2.93 -1.15
H -0.52 -2.45 1.31
H 1.68 1.03 -0.41
H 1.17 -0.72 2.67
H 1.12 -0.56 -1.11



# 6
This record from the OMol25 dataset describes an isolated molecule of C6H9NO2 in a non-equilibrium geometry. The level of theory is ωB97M-V with the def2-TZVPD basis set.

F_max	3.81	eV/A
energy relative to the best compared isomer or geometry (same formula, charge and spin)	2.852	eV
net charge	0
HOMO	-0.309	Eh
frontier orbital gap	0.328	Eh
energy	-439.171535	hartree

CARTESIAN COORDINATES (ANGSTROEM)
O 1.40 -0.17 2.23
O 1.23 1.69 0.95
N 1.75 -0.04 -1.68
C 0.55 0.13 -1.93
C -0.58 0.21 -0.85
C -0.20 -0.20 0.49
C -1.77 0.67 -1.23
C 0.94 0.34 1.04
C -0.76 -1.50 0.98
H -2.59 0.77 -0.55
H -1.84 -1.43 1.14
H 2.05 0.44 2.60
H -0.32 -1.81 1.93
H 0.65 2.13 0.31
H 1.86 -0.05 -0.50
H 0.17 0.32 -2.93
H -0.56 -2.31 0.27
H -2.00 0.82 -2.28



# 7
This record from the OMol25 dataset describes a 2-piece molecular cluster, C6H9NO2 overall in a non-equilibrium geometry. The level of theory is ωB97M-V with the def2-TZVPD basis set.

F_max	3.24	eV/A
energy relative to the best compared isomer or geometry (same formula, charge and spin)	2.296	eV
net charge	0
HOMO	-0.334	Eh
frontier orbital gap	0.333	Eh
energy	-439.191974	hartree

CARTESIAN COORDINATES (ANGSTROEM)
O 1.99 -0.11 -1.55
O -0.76 1.34 0.97
N 0.52 -2.21 0.84
C 1.68 -0.08 -0.39
C -2.22 -0.98 -0.32
C 0.99 -1.33 0.27
C -1.32 0.02 -0.97
C -0.69 1.04 -0.36
C 2.35 0.74 0.68
H 3.22 1.23 0.26
H 1.66 1.49 1.06
H -1.19 -0.07 -2.04
H -3.27 -0.70 -0.50
H -2.06 -1.96 -0.76
H 2.65 0.16 1.55
H -2.07 -1.05 0.75
H -1.23 0.64 1.44
H -0.23 1.84 -0.92



# 8
This record from the OMol25 dataset describes an isolated molecule of C6H9NO2 in a non-equilibrium geometry. The level of theory is ωB97M-V with the def2-TZVPD basis set.

F_max	3.07	eV/A
energy relative to the best compared isomer or geometry (same formula, charge and spin)	0.132	eV
net charge	0
HOMO	-0.348	Eh
frontier orbital gap	0.369	Eh
energy	-439.271511	hartree

CARTESIAN COORDINATES (ANGSTROEM)
O 1.58 1.76 0.68
O -2.75 1.12 0.81
N 2.47 -0.26 0.57
C -0.78 1.20 -0.61
C -0.30 -1.16 -0.47
C 1.47 0.59 0.31
C -1.79 0.56 0.33
C 0.39 0.20 -0.69
C -1.40 -0.88 0.56
H -1.01 -0.95 1.59
H 2.24 -1.17 0.95
H -1.27 1.29 -1.59
H -0.50 2.21 -0.29
H -0.76 -1.46 -1.42
H 0.88 0.25 -1.67
H 3.41 0.19 0.65
H 0.39 -1.97 -0.19
H -2.27 -1.54 0.49